130
Properties=species:S:1:pos:R:3:forces:R:3:mulliken_spin:R:1 method="wB97M-V/def2-TZVPD" lumo_ev="-0.5 / -2.5" total_charge=0 gap_ev="7.0 / 5.0" max_force_ev_per_a=3.92 s_squared=0.755 spin_multiplicity=2
Ag 1.589 3.665 2.070 -0.3 -1.2 -0.6 0.0466
C 0.328 0.549 0.581 0.2 2.3 0.5 0.0057
O 0.501 1.932 0.942 0.1 -1.1 -0.1 0.0196
H -0.677 0.442 0.174 -0.4 -0.5 0.2 0.0011
H 0.982 0.164 -0.202 0.6 0.3 -0.5 -0.0077
H 0.537 -0.141 1.398 -0.3 -0.2 0.4 0.0011
C 2.052 1.440 4.385 -0.1 0.0 0.0 0.0348
O 2.078 2.828 4.272 0.0 -1.1 0.1 0.8298
H 2.798 0.957 5.015 0.5 0.6 0.2 -0.0028
H 1.100 0.996 4.676 -0.5 0.6 0.0 0.0225
H 2.171 1.026 3.383 0.1 0.0 -0.6 0.0363
C -5.061 -5.568 0.189 -0.1 0.4 0.4 0.0000
C -4.816 -4.820 -1.158 -2.2 -1.2 1.1 0.0000
C -4.643 -3.293 -1.046 0.0 -0.2 0.4 0.0000
O -3.458 -2.904 -0.297 -0.4 -0.7 -0.8 0.0000
C -3.465 -1.563 0.162 -1.1 -0.6 1.3 0.0002
N -3.837 -5.459 -1.949 3.1 0.8 -0.6 0.0000
H -5.365 -6.606 0.055 0.0 0.0 -0.5 0.0000
H -5.861 -5.133 0.788 -0.1 0.3 -0.1 0.0000
H -4.212 -5.632 0.870 0.4 0.4 -0.3 0.0000
H -5.679 -5.063 -1.778 -1.1 1.0 0.5 0.0000
H -5.577 -2.953 -0.599 0.1 0.3 0.7 0.0000
H -4.663 -2.809 -2.022 0.5 -0.2 -0.3 0.0000
H -3.477 -0.800 -0.617 0.2 -0.1 0.0 -0.0001
H -2.740 -1.418 0.962 1.1 -0.1 -0.8 -0.0002
H -4.315 -1.494 0.841 -0.9 0.6 -0.5 0.0000
H -3.563 -6.397 -1.694 -0.5 -0.2 0.3 0.0000
H -3.054 -4.894 -1.653 1.3 -0.3 -0.7 0.0000
C -1.556 -3.265 3.138 -1.3 -0.8 -1.2 0.0000
C -0.412 -2.577 3.756 0.8 1.6 1.3 -0.0001
C 0.997 -2.966 3.114 -1.7 -1.7 2.1 0.0013
O 1.339 -4.416 3.249 -0.1 3.3 -2.1 0.0000
C 1.260 -4.982 4.498 0.0 -0.8 0.0 0.0000
N -0.627 -1.108 3.715 -0.4 -0.7 -1.2 0.0000
H -1.557 -4.338 3.326 0.4 -0.2 -0.3 0.0000
H -1.565 -3.072 2.065 0.0 -0.3 -0.3 0.0000
H -2.548 -2.973 3.482 0.2 0.6 0.3 0.0001
H -0.553 -2.749 4.823 1.0 -0.6 0.3 -0.0001
H 1.710 -2.367 3.681 0.5 0.0 -0.5 -0.0001
H 0.914 -2.752 2.049 0.4 0.0 0.2 0.0001
H 1.682 -4.413 5.326 0.1 0.3 0.0 0.0000
H 1.868 -5.870 4.324 -0.2 -0.4 0.8 0.0000
H 0.217 -5.236 4.687 0.0 -0.2 0.6 0.0000
H -0.540 -0.783 2.763 0.0 0.5 0.2 0.0012
H -0.237 -0.462 4.387 0.2 -0.6 -0.1 0.0000
C -3.598 1.567 2.290 1.1 0.6 -0.3 0.0001
C -3.118 2.938 2.848 -3.3 -0.3 1.1 0.0000
C -4.099 3.561 3.986 1.1 -1.2 -1.6 -0.0001
O -5.303 3.955 3.384 -0.9 0.4 -0.8 0.0000
C -6.381 3.044 3.525 0.2 -0.2 0.6 0.0000
N -1.783 2.850 3.320 1.0 0.3 0.3 -0.0008
H -2.846 1.330 1.538 -0.1 0.0 -0.5 0.0002
H -4.568 1.600 1.795 0.1 0.0 0.2 0.0000
H -3.486 0.707 2.951 -0.4 0.3 0.6 0.0000
H -3.303 3.686 2.078 0.3 0.0 -0.5 0.0000
H -3.590 4.465 4.320 -0.1 0.0 0.4 0.0001
H -4.311 2.855 4.789 0.4 0.0 0.3 0.0000
H -6.097 2.025 3.265 0.1 -0.1 0.2 0.0000
H -7.253 3.263 2.910 0.4 0.6 -0.2 0.0000
H -6.715 3.087 4.562 -0.1 -0.3 0.2 0.0000
H -1.193 2.463 2.598 0.3 -0.7 -0.4 0.0018
H -1.424 3.793 3.365 0.1 0.4 0.5 -0.0007
C 2.663 -2.127 -2.296 -3.0 0.9 1.4 -0.0002
C 3.584 -1.733 -1.123 -0.6 0.9 -1.0 -0.0003
C 3.143 -2.253 0.254 -0.3 -0.5 -0.4 0.0013
O 3.590 -1.439 1.313 0.4 -0.1 0.8 0.0009
C 4.765 -1.866 1.987 1.0 0.4 -0.4 0.0011
N 4.880 -2.159 -1.523 1.6 -1.1 1.3 0.0000
H 2.192 -3.099 -2.149 0.4 -0.4 0.0 0.0000
H 2.853 -2.010 -3.363 1.2 0.1 0.3 0.0000
H 1.809 -1.463 -2.159 -0.6 0.1 -0.2 0.0000
H 3.537 -0.664 -0.913 0.2 0.3 -0.6 -0.0002
H 3.446 -3.289 0.404 0.1 -0.2 0.0 0.0003
H 2.056 -2.214 0.326 -0.1 0.0 -0.3 -0.0005
H 5.647 -1.612 1.398 0.1 0.1 -0.2 0.0000
H 4.888 -2.927 2.203 -0.8 -0.3 -0.2 0.0000
H 4.893 -1.353 2.940 -0.5 0.2 0.0 -0.0004
H 5.394 -1.607 -2.193 -0.5 0.1 -0.1 0.0000
H 4.633 -3.063 -1.898 1.2 -0.3 -0.4 0.0000
C 5.599 1.733 2.191 0.1 -0.5 0.5 0.0028
C 4.825 2.872 1.600 0.5 3.7 -0.7 0.0011
C 5.563 3.909 0.702 0.6 -1.4 -1.0 -0.0004
O 6.202 3.386 -0.515 -1.4 0.5 1.0 0.0001
C 5.259 3.290 -1.601 1.2 0.1 0.2 0.0002
N 3.452 2.621 1.087 1.2 -1.5 0.7 0.0069
H 4.968 1.274 2.951 -0.5 -0.7 -0.5 -0.0013
H 6.388 2.017 2.888 0.4 0.8 -0.5 -0.0004
H 6.033 1.030 1.480 -0.3 -0.1 0.0 0.0001
H 4.611 3.569 2.410 0.1 -0.2 0.6 -0.0043
H 6.335 4.390 1.303 0.2 -0.1 -0.2 0.0000
H 4.851 4.667 0.376 -0.2 0.1 0.2 0.0002
H 4.503 2.519 -1.455 0.2 -0.2 -0.1 -0.0001
H 5.905 3.073 -2.451 -0.4 -0.2 -0.2 0.0000
H 4.742 4.226 -1.810 0.0 0.2 0.2 0.0000
H 3.414 2.397 0.102 0.0 0.4 -0.3 0.0016
H 3.403 1.686 1.467 -1.5 -0.6 0.1 0.0024
C 2.219 1.340 -2.752 -0.1 0.5 -1.2 -0.0001
C 2.225 2.690 -3.501 -0.5 -2.3 -0.1 0.0004
C 1.957 2.584 -4.991 -0.3 -1.3 0.3 -0.0001
O 1.881 3.861 -5.510 1.0 0.7 -0.5 0.0000
C 1.760 3.968 -6.908 -0.1 1.9 0.2 0.0000
N 1.259 3.568 -2.916 -0.1 2.1 -0.6 -0.0001
H 1.294 0.789 -2.922 -0.3 0.2 0.1 0.0003
H 2.301 1.573 -1.690 0.2 -0.4 0.0 -0.0008
H 2.983 0.693 -3.182 0.4 0.0 0.5 0.0000
H 3.267 3.007 -3.548 0.0 1.0 1.0 0.0000
H 0.973 2.146 -5.155 -0.1 -0.8 -0.1 0.0000
H 2.778 2.013 -5.424 -0.1 -0.3 -0.5 0.0000
H 1.793 5.052 -7.015 -0.7 0.2 -0.4 0.0000
H 0.811 3.567 -7.262 0.1 -0.2 -0.2 0.0000
H 2.608 3.737 -7.553 0.3 -1.2 0.4 0.0000
H 1.006 4.074 -3.752 0.1 1.6 0.2 0.0000
H 0.316 3.253 -2.737 0.3 -1.5 0.8 -0.0001
C -4.679 1.290 -3.134 0.2 -0.9 2.3 0.0000
C -3.965 0.577 -4.227 1.6 0.9 -1.7 0.0000
C -2.488 0.102 -4.042 0.1 0.2 1.1 0.0000
O -2.486 -0.991 -3.101 2.3 0.0 0.7 0.0000
C -1.104 -1.404 -2.720 -0.8 0.3 -0.2 -0.0006
N -4.689 -0.643 -4.565 -0.6 1.2 -0.1 0.0000
H -5.687 1.667 -3.308 0.2 -0.2 -0.7 0.0000
H -4.124 2.083 -2.632 0.3 0.0 -0.2 0.0000
H -4.787 0.466 -2.429 -0.4 0.3 0.9 0.0000
H -3.883 1.375 -4.966 -0.2 -0.6 -1.2 0.0000
H -1.771 0.882 -3.784 -0.2 0.4 0.8 0.0000
H -2.038 -0.236 -4.975 -0.6 -0.4 -0.5 0.0000
H -0.439 -1.358 -3.582 -0.1 -0.1 -0.2 0.0000
H -1.052 -2.398 -2.275 -0.8 -0.3 -0.5 0.0000
H -0.625 -0.834 -1.924 -0.5 0.9 0.0 0.0000
H -4.235 -1.048 -5.370 0.0 -0.4 0.0 0.0000
H -4.399 -1.142 -3.736 -0.4 -1.3 -0.2 0.0000